The following is a DFT calculation (the ωB97M-V functional and the def2-TZVPD basis) of a cluster of 2 separate species, C6H14N4 in total in a non-equilibrium geometry.

The geometry in XYZ format:
```
24
Properties=species:S:1:pos:R:3:forces:R:3:mulliken_charge:R:1
C 2.794387 -0.020969 0.578166 2.725 1.272 0.255 0.597
C -1.806992 -0.846092 0.714482 1.161 -1.268 -0.717 -1.384
C 1.837347 -2.060569 -0.104557 0.014 1.173 -0.836 -1.150
C -0.791928 2.002660 0.885170 0.656 -3.182 2.814 -1.327
C 1.108167 1.867177 -0.724067 0.311 -1.919 1.258 -1.242
C 0.530277 -0.074464 0.537616 -4.619 0.484 -0.052 -0.280
N 3.842646 0.432909 0.754749 -0.474 0.059 0.088 -0.583
N -0.424395 -0.825148 1.135824 2.063 -2.652 0.275 0.192
N 1.687677 -0.643828 0.292875 0.375 -1.337 1.027 0.232
N 0.242928 1.201129 0.227101 0.724 -1.236 0.267 0.241
H -1.987038 -0.605866 -0.301035 0.579 -0.044 -1.388 0.412
H -2.245128 -1.809078 0.892349 -0.183 -0.239 0.412 0.319
H -2.145809 -0.077013 1.252192 -2.900 2.346 2.227 0.468
H 1.480366 -2.874400 0.469930 -0.842 -0.208 1.358 0.309
H 1.188396 -1.955243 -0.992641 0.007 -1.278 -1.073 -0.338
H 2.885847 -2.146367 -0.116683 1.350 -0.537 -0.836 0.346
H -1.616273 2.396855 0.366987 -0.570 0.436 -1.320 0.332
H -1.192314 1.446079 1.798022 0.375 0.343 -1.487 0.472
H -0.174796 2.646872 1.396859 0.682 2.804 0.854 0.519
H 1.513634 1.106100 -1.335886 -0.074 -0.439 -1.458 0.484
H 0.491356 2.554814 -1.109597 -2.062 2.289 -2.635 0.384
H 1.939151 2.418288 -0.407266 1.326 0.674 1.612 0.367
H -0.277896 -1.826425 -1.537479 -0.014 0.484 -0.036 0.315
H -0.062359 -1.790114 1.393198 -0.611 1.974 -0.608 0.313
```
Forces are in eV/Å.

Its total energy is -455.7877 hartree. As for the orbital gap: 6.223 eV.

=====

The following is a DFT calculation (the ωB97M-V functional and the def2-TZVPD basis) of the molecule C2HBrClF in a non-equilibrium geometry.

The geometry in XYZ format:
```
6
Properties=species:S:1:pos:R:3:forces:R:3:mulliken_charge:R:1
C 0.871245 -0.675206 -0.592458 -2.450 -3.067 -0.073 -0.356
C -0.977664 1.796464 0.060741 -3.632 0.421 1.328 0.098
F -2.003228 1.075991 0.549630 0.861 0.623 -0.685 -0.105
Cl 0.354755 0.918020 -0.109741 3.439 -0.147 -0.429 0.257
Br -0.111014 -2.232207 0.379428 0.670 1.482 -0.843 -0.150
H 1.865904 -0.883061 -0.287599 1.113 0.688 0.702 0.257
```
Forces are in eV/Å.

Its total energy is -3210.5920 hartree. As for the orbital gap (spin up / spin down): 7.321 / 7.334 eV.

=====

The following is a DFT calculation (the ωB97M-V functional and the def2-TZVPD basis) of a structure of composition C44H51CuGeN3O2S2.

The geometry in XYZ format:
```
104
Properties=species:S:1:pos:R:3:forces:R:3:mulliken_charge:R:1
Cu -1.003492 -0.170650 0.201882 0.061 -0.014 0.020 -1.057
C -2.452941 -0.892590 2.846329 0.014 -0.024 0.009 -0.915
C -2.011950 0.591340 2.879511 -0.025 -0.013 0.009 -0.775
N -0.706650 0.802274 2.276137 0.033 0.218 0.004 0.358
C 0.434639 0.183001 2.934316 0.044 -0.032 -0.019 -1.109
C 1.410026 -0.429678 1.917592 -0.103 -0.103 0.016 -0.122
N 0.752260 -1.176452 0.843902 -0.096 0.272 0.078 1.118
C 0.364255 -2.551247 1.134811 -0.008 0.006 -0.018 -0.984
C -0.852713 -2.635369 2.063978 0.046 -0.024 0.013 -0.867
N -1.893353 -1.661383 1.735064 -0.047 0.014 -0.113 -0.008
H -2.192523 -1.376937 3.792724 0.013 0.014 -0.008 0.357
H -3.542559 -0.911089 2.788109 0.000 0.010 0.027 0.411
H -2.717301 1.191738 2.302578 -0.007 -0.015 -0.017 0.391
H -2.063991 0.934911 3.923432 -0.020 0.004 -0.008 0.464
H -0.555101 1.788257 2.089048 -0.018 -0.149 0.055 -0.029
H 0.992481 0.895361 3.552817 -0.002 -0.014 0.009 0.518
H 0.070533 -0.583446 3.618039 -0.024 0.006 0.004 0.294
H 1.970630 0.375190 1.444092 0.026 0.064 -0.024 -0.058
H 2.132135 -1.059236 2.457411 0.027 0.038 -0.015 0.264
H 1.321382 -1.159849 0.001452 0.029 -0.362 0.168 -0.350
H 0.128661 -3.019206 0.177497 0.028 0.017 -0.011 0.423
H 1.187002 -3.120448 1.590951 -0.008 -0.016 -0.020 0.460
H -1.235428 -3.660656 2.034908 0.001 0.006 -0.005 0.439
H -0.535099 -2.463304 3.092613 -0.011 -0.013 0.009 0.267
H -2.613827 -2.065488 1.156125 -0.038 -0.027 0.088 0.256
C 4.225455 0.999670 -7.633589 0.013 0.003 -0.012 -1.681
C 3.589517 0.638376 -6.320997 0.011 -0.009 -0.005 1.052
C 2.312962 1.079014 -6.000777 -0.011 0.009 -0.001 -0.676
C 1.743579 0.777863 -4.770801 0.005 0.018 -0.016 -0.244
C 2.471315 0.044988 -3.851895 -0.052 -0.137 -0.125 -0.129
C 3.744262 -0.422598 -4.153967 -0.002 -0.008 -0.004 -0.503
C 4.291498 -0.129336 -5.387947 -0.026 0.005 0.004 -0.937
S 1.735211 -0.220651 -2.251114 0.102 0.323 -0.368 1.410
O 1.941413 -1.641685 -1.833366 -0.063 -0.249 -0.053 -0.860
C 2.973547 0.686707 -1.322151 0.014 0.145 0.151 0.360
C 3.811880 -0.076504 -0.483042 0.026 0.014 -0.003 -0.673
C 4.729701 0.548668 0.307756 -0.024 -0.017 -0.011 -0.994
C 4.808989 1.961649 0.329260 -0.019 0.019 0.020 1.093
C 5.707745 2.639106 1.191417 0.017 0.007 0.011 -1.082
C 5.760488 4.001802 1.215468 0.020 -0.025 -0.014 -0.686
C 4.918039 4.757390 0.370426 -0.023 0.000 -0.013 -0.797
C 4.051424 4.133405 -0.479999 0.003 0.019 0.015 -1.187
C 3.968773 2.717279 -0.523686 -0.010 0.049 -0.012 1.366
C 3.054702 2.056128 -1.405717 -0.015 0.012 0.033 -0.611
C 2.310738 2.860248 -2.411816 -0.308 -0.057 0.162 -1.009
C 3.034245 3.409980 -3.495121 0.060 -0.001 -0.065 1.124
C 4.405631 3.118319 -3.711309 0.070 0.000 -0.020 -0.728
C 5.083188 3.633470 -4.790343 0.000 0.008 0.002 -1.011
C 4.439172 4.465667 -5.713169 -0.032 -0.012 0.016 -0.803
C 3.101907 4.761778 -5.527350 0.033 -0.005 -0.040 -0.654
C 2.385466 4.250922 -4.443713 -0.006 0.030 -0.010 0.778
C 0.986208 4.546948 -4.267075 -0.020 -0.028 -0.020 -1.352
C 0.280280 4.013722 -3.250669 0.032 -0.046 0.016 -1.209
C 0.905446 3.131989 -2.303518 0.312 0.152 0.010 1.189
S -0.005784 2.414250 -1.092878 0.034 -0.065 -0.019 1.696
O -1.286802 1.835392 -1.907787 -0.013 -0.084 -0.104 -0.449
C -0.866406 3.716058 -0.210545 0.030 0.045 0.006 0.253
C -0.168946 4.322875 0.824753 -0.014 -0.032 0.014 -0.637
C -0.761191 5.347670 1.545248 -0.011 0.024 0.015 -0.927
C -2.046199 5.787782 1.237281 0.018 -0.030 -0.025 1.117
C -2.696098 6.893454 2.021173 -0.008 0.027 0.018 -1.589
C -2.723875 5.170107 0.188688 -0.001 0.013 0.010 -1.006
C -2.149406 4.134540 -0.532048 -0.016 -0.021 -0.003 -0.592
H 3.509497 1.478382 -8.300009 -0.002 0.005 -0.002 0.359
H 4.624450 0.116785 -8.134906 0.004 -0.008 -0.001 0.431
H 5.053118 1.694694 -7.477180 -0.009 0.003 0.010 0.301
H 1.760713 1.681448 -6.711777 -0.003 0.002 0.000 0.307
H 0.760166 1.150176 -4.507506 -0.024 -0.015 -0.008 0.492
H 4.295614 -1.001870 -3.423192 -0.003 -0.014 0.006 0.511
H 5.287738 -0.480732 -5.631184 0.000 -0.005 0.003 0.392
H 3.710931 -1.155484 -0.506988 0.015 0.038 0.026 0.507
H 5.397006 -0.026781 0.938917 -0.009 0.003 0.005 0.408
H 6.354794 2.050682 1.831438 -0.009 0.000 0.009 0.452
H 6.450560 4.507682 1.878248 0.002 0.003 0.004 0.385
H 4.964814 5.838503 0.394606 0.002 0.001 0.002 0.445
H 3.412321 4.708928 -1.137377 -0.003 -0.001 0.017 0.458
H 4.922719 2.461335 -3.022600 0.000 0.017 -0.031 0.421
H 6.129019 3.385217 -4.927534 0.005 -0.001 -0.003 0.414
H 4.979657 4.868891 -6.559228 0.003 0.005 -0.007 0.407
H 2.581962 5.399989 -6.233591 0.004 0.006 -0.003 0.432
H 0.501204 5.194294 -4.988169 -0.006 0.014 0.001 0.353
H -0.780603 4.212407 -3.155309 0.024 0.028 0.028 0.387
H 0.845480 4.006501 1.049044 0.004 -0.007 -0.002 0.598
H -0.212975 5.820715 2.351404 -0.001 0.006 0.003 0.328
H -1.970137 7.417441 2.641502 0.001 0.001 0.001 0.364
H -3.474639 6.500201 2.677883 -0.004 -0.003 0.002 0.293
H -3.165221 7.621083 1.358369 -0.003 0.001 -0.001 0.381
H -3.723387 5.503212 -0.067155 -0.001 0.004 0.001 0.399
H -2.686363 3.645780 -1.334446 0.009 0.006 0.020 0.508
C -1.708817 -1.017970 -3.753096 -0.019 0.015 -0.041 -1.153
Ge -2.963261 -0.253703 -2.462590 -0.016 0.010 0.152 0.535
C -3.885944 -1.709068 -1.511665 -0.015 0.010 0.007 -1.312
C -4.310763 0.802407 -3.434155 -0.003 -0.059 -0.047 -1.336
C -2.056968 0.820328 -1.117730 -0.057 -0.003 0.077 0.492
H -2.148864 -1.881387 -4.254441 -0.013 0.015 -0.025 0.532
H -0.798535 -1.343315 -3.251486 0.048 -0.027 0.042 0.203
H -1.445032 -0.279751 -4.512250 0.024 -0.011 0.020 0.275
H -4.548408 -2.262099 -2.178549 -0.005 -0.014 0.001 0.454
H -4.487305 -1.311358 -0.690542 0.010 0.005 0.002 0.330
H -3.151674 -2.406065 -1.102643 0.008 -0.016 -0.018 0.263
H -4.819118 0.204035 -4.192041 -0.008 0.009 -0.012 0.391
H -3.830439 1.646482 -3.931238 0.005 0.012 -0.002 0.386
H -5.061455 1.192110 -2.744566 0.005 -0.002 0.008 0.331
H -2.833464 1.395886 -0.584900 -0.001 0.007 -0.055 0.714
```
Forces are in eV/Å.

Its total energy is -6535.6774 hartree. As for the orbital gap (spin up / spin down): 5.098 / 7.230 eV. The spin multiplicity is 2.

=====

The following is a DFT calculation (the ωB97M-V functional and the def2-TZVPD basis) of the molecule C4H10N4 in a non-equilibrium geometry.

The geometry in XYZ format:
```
18
Properties=species:S:1:pos:R:3:forces:R:3:mulliken_charge:R:1
C 1.700436 0.167600 -1.434119 -0.123 0.044 -0.034 -0.921
C -1.733404 -0.164596 0.707483 1.158 -0.671 0.176 -1.510
N 0.545928 0.367064 -0.557139 -1.323 -0.593 0.593 0.116
C 0.009065 -0.797066 0.441952 -1.451 0.887 0.399 0.545
C -0.320897 1.283134 -0.605091 1.782 0.757 -0.662 0.525
N 0.570228 -0.631980 1.744019 0.143 0.192 0.033 -0.588
N 0.101204 -1.933229 -0.190523 0.181 -0.083 -0.540 -0.908
N -0.681387 2.439727 -0.711584 -0.386 -0.668 0.291 -0.476
H 0.423325 0.277709 2.161470 -0.066 0.049 -0.056 0.216
H 1.555748 -0.864352 1.743024 -0.018 -0.153 0.024 0.253
H -0.279347 -2.686161 0.376101 0.114 0.133 -0.031 0.224
H -1.522888 2.724320 -1.191708 -0.082 -0.097 -0.057 0.294
H 1.638530 -0.852725 -1.810169 -0.089 0.026 0.034 0.354
H 2.617094 0.277396 -0.853824 -0.077 0.074 -0.009 0.277
H 1.676684 0.891815 -2.246314 0.039 -0.018 0.049 0.372
H -2.007938 -1.043919 1.288247 -0.106 -0.001 -0.014 0.438
H -1.944712 0.706600 1.332514 0.137 0.114 -0.074 0.395
H -2.347667 -0.161337 -0.194339 0.167 0.007 -0.122 0.393
```
Forces are in eV/Å.

Its total energy is -377.2750 hartree. As for the orbital gap (spin up / spin down): 7.269 / 7.270 eV.